This record from the Open Molecules 2025 dataset describes C2H3ClO2 in the gas phase at a distorted geometry. The level of theory is the ωB97M-V functional and the def2-TZVPD basis.

XYZ file:
```
8
Properties=species:S:1:pos:R:3:lowdin_charge:R:1
C -1.1940 1.0431 -0.0738 0.02
C -0.0244 0.1780 0.0224 -0.74
Cl 1.5785 0.8337 -0.0424 0.72
O -0.1685 -1.1769 0.1117 -0.13
O 0.9286 -2.0320 0.2808 -0.03
H -0.7332 2.0245 -0.3925 0.06
H -2.1586 0.6253 -0.0244 0.03
H 1.7716 -1.4958 0.1182 0.07
```

- Orbital gap: 9.304 eV
- HOMO level: -0.3235 hartree
- E_LUMO: 0.50 eV
- SMILES: C=C(Cl)OO

This record from the Open Molecules 2025 dataset describes 2 unconnected molecules or ions with the total composition C2H3ClO2S at a distorted geometry. The level of theory is the ωB97M-V functional and the def2-TZVPD basis.

XYZ file:
```
9
Properties=species:S:1:pos:R:3:lowdin_charge:R:1
C 0.1962 1.3302 0.2656 -0.05
C 0.9709 0.3585 -0.4182 -0.86
O -1.2930 -1.7172 -0.1804 -0.61
O 1.2855 0.2374 -1.5638 0.06
S -1.9950 -0.2695 -0.0083 0.75
Cl 1.4389 -0.9930 0.7901 0.57
H 0.0811 1.0645 1.3133 0.04
H -0.1592 2.0848 -0.5044 0.11
H -0.5254 -2.0957 0.3062 0.00
```

- Orbital gap (spin up / spin down): 7.341 / 7.187 eV
- HOMO level (spin up / spin down): -0.3493 / -0.3345 hartree
- E_LUMO (spin up / spin down): -2.16 / -1.92 eV

This record from the Open Molecules 2025 dataset describes a molecular structure, C2H3ClO2S at a distorted geometry. The level of theory is the ωB97M-V functional and the def2-TZVPD basis.

XYZ file:
```
9
Properties=species:S:1:pos:R:3:lowdin_charge:R:1
C 0.4194 0.8121 -0.1627 -0.25
C 0.4508 -0.7481 -0.2277 -0.87
O -1.2022 -0.1096 1.8594 -0.30
O -2.1950 0.0573 -0.3569 -0.28
S -1.0320 0.0510 0.4511 0.64
Cl 0.4017 -1.3783 -1.7615 0.69
H 1.1056 0.9024 0.6110 0.06
H 0.5422 1.5447 -0.9341 0.10
H 1.5095 -1.1315 0.5212 0.20
```

- Orbital gap: 10.530 eV
- HOMO level: -0.3759 hartree
- E_LUMO: 0.30 eV

Computed values of E_tot (unit: eV) for the preceding records, in sequence: -18735.36131; -29571.82993; -29571.48052.